[1]
# C4H7P

One molecule with the formula C4H7P at a distorted geometry (the ωB97M-V functional and the def2-TZVPD basis, the OMol25 dataset).

- SMILES: C=[PH]=C1CC1
- Energy relative to the best compared isomer or geometry (same formula, charge and spin): 107.86 kcal/mol
- Gap between HOMO and LUMO (alpha / beta): 7.451 / 7.868 eV
- Electronic energy: -497.754752 a.u.
- LUMO (alpha / beta): -0.03 / 0.07 eV
- Multiplicity: 1
- E_HOMO (alpha / beta): -7.48 / -7.80 eV
- Largest force on an atom: 0.07922 Eh/bohr

The geometry in XYZ format:
```
12
C4H7P the ωB97M-V functional and the def2-TZVPD basis
C 0.22 -1.39 1.43
P 1.22 -1.37 -0.02
C 0.29 -0.09 -0.56
C -0.98 0.33 -1.07
C -0.11 1.36 -0.48
H 0.59 -0.76 2.27
H -0.83 -1.35 1.09
H 2.34 -0.77 0.54
H -1.83 0.12 -0.48
H -1.26 0.19 -2.20
H 0.61 1.97 -1.04
H -0.26 1.77 0.53
```

Results of the Löwdin charge analysis, in e, for atoms 1 through 8:
1. C -0.256
2. P 0.724
3. C -0.510
4. C -0.206
5. C -0.142
6. H 0.019
7. H 0.009
8. H -0.073

[2]
# C10H23N2O7P3

A 3-piece molecular cluster, C10H23N2O7P3 overall at a distorted geometry (the ωB97M-V functional and the def2-TZVPD basis, the OMol25 dataset).

- SMILES: [H]/N=C(\C)C[PH2]([PH2]=N)P(C)O.O=C1OCCO1.O=C1OCCO1
- Gap between HOMO and LUMO: 7.903 eV
- Electronic energy: -2054.866042 a.u.
- LUMO: 0.06 eV
- Multiplicity: 1
- E_HOMO: -7.85 eV
- Largest force on an atom: 0.11984 Eh/bohr

The geometry in XYZ format:
```
45
C10H23N2O7P3 the ωB97M-V functional and the def2-TZVPD basis
H -5.16 0.22 -2.40
N -4.29 -0.35 -2.26
C -3.72 -0.07 -1.01
C -4.45 1.07 -0.08
C -2.35 -0.89 -0.65
P -1.22 -0.04 0.64
P -0.96 1.79 -0.56
N 0.62 2.00 -0.95
P -1.52 -1.70 2.08
C -2.89 -1.16 3.30
O -0.08 -1.84 3.05
H -3.69 1.66 0.59
H -5.00 1.83 -0.80
H -5.20 0.51 0.63
H -2.67 -1.98 -0.35
H -1.72 -0.99 -1.66
H 0.21 -0.37 0.55
H -1.70 0.84 1.70
H -1.80 1.81 -1.75
H -1.33 2.93 0.24
H 0.97 2.88 -0.51
H -2.79 -1.72 4.33
H -2.76 0.00 3.55
H -3.99 -1.27 2.88
H -0.15 -1.31 3.91
O 2.17 6.43 -2.30
C 2.87 5.43 -2.33
O 3.80 5.17 -3.29
C 4.54 4.04 -2.85
C 3.60 3.36 -1.92
O 2.82 4.42 -1.41
H 4.82 3.41 -3.70
H 5.45 4.39 -2.35
H 2.94 2.65 -2.43
H 4.12 2.84 -1.10
O 1.31 -6.88 -0.31
C 1.64 -5.85 0.24
O 1.17 -4.61 -0.08
C 1.62 -3.72 0.93
C 2.82 -4.41 1.48
O 2.54 -5.78 1.27
H 1.85 -2.74 0.51
H 0.82 -3.61 1.68
H 3.74 -4.15 0.94
H 2.97 -4.21 2.55
```

Results of the Löwdin charge analysis, in e, for atoms 1 through 8:
1. H 0.034
2. N 0.064
3. C -0.378
4. C -0.094
5. C -0.378
6. P 0.414
7. P 0.515
8. N -0.395